# C3H3Cl2NO4S

A structure of composition C3H3Cl2NO4S in a non-equilibrium geometry (ωB97M-V/def2-TZVPD, the OMol25 dataset).

Last column: Mulliken charge in e.
Element x y z (Å)
C1 0.09490 0.98988 -1.67082  0.47
C2 -0.84023 0.21141 0.22328  -0.38
C3 0.47379 -0.49428 0.24562  0.54
N1 1.10212 0.27726 -1.08318  -0.22
O1 0.16203 1.58798 -2.67368  -0.53
O2 2.83248 -1.11578 0.98324  -0.49
O3 1.10894 -0.97231 2.74651  -0.51
O4 -1.01988 0.86344 -0.96525  -0.28
S1 1.73442 -0.44464 1.54331  0.92
Cl1 0.42232 -2.23439 0.06416  -0.13
Cl2 2.41276 1.45421 1.74960  -0.16
H1 -1.81146 -0.45532 0.37672  0.30
H2 -0.81281 0.95104 1.12838  0.23
H3 2.10917 0.41238 -1.26825  0.25

Atoms 1-6, force components in eV/Å:
1.313 -0.889 0.677
-2.827 -0.136 4.021
2.441 1.428 -4.253
-0.432 -2.106 3.399
0.119 1.480 -2.125
1.463 -0.456 -0.576

Computed properties:
Net charge: 0
E_HOMO: -11.05 eV

---

# C9H14N2OS

An isolated molecule of C9H14N2OS in a non-equilibrium geometry (ωB97M-V/def2-TZVPD, the OMol25 dataset).

Last column: Mulliken charge in e.
Element x y z (Å)
C1 -2.41158 3.18595 -0.76279  -1.02
C2 -2.41478 3.24818 0.73182  0.59
O1 -3.00058 4.07304 1.39185  -0.61
N1 -1.68189 2.27493 1.38677  -0.10
C3 -0.94459 1.24412 0.87896  0.53
N2 -0.76758 0.94830 -0.35653  -0.32
C4 0.03093 -0.14542 -0.52967  -0.17
C5 0.28282 -0.57309 -1.93766  -1.51
C6 0.48679 -0.72211 0.61832  0.76
C7 1.38344 -1.89942 0.85860  0.29
C8 0.91215 -3.14545 0.10695  -1.49
C9 2.83431 -1.55665 0.50669  -1.31
S1 -0.11673 0.16504 1.99751  -0.30
H1 -2.79984 2.22602 -1.09316  0.31
H2 -3.02127 3.99525 -1.15388  0.34
H3 -1.39273 3.26833 -1.13240  0.31
H4 -1.70540 2.34760 2.39756  0.19
H5 -0.36606 -1.40670 -2.20385  0.25
H6 1.31622 -0.87410 -2.08380  0.35
H7 0.05554 0.26084 -2.59598  0.40
H8 1.34188 -2.11826 1.93157  0.40
H9 1.49255 -4.00725 0.42821  0.44
H10 -0.13762 -3.34070 0.31353  0.36
H11 1.03961 -3.02742 -0.96458  0.28
H12 3.16825 -0.69092 1.07416  0.34
H13 2.93429 -1.33284 -0.55217  0.27
H14 3.48187 -2.39727 0.74398  0.40

Atoms 1-6, force components in eV/Å:
-0.229 0.300 -0.108
-0.022 0.019 -0.207
-0.126 0.175 0.061
-0.125 0.201 0.736
0.701 -0.928 0.426
-0.485 0.630 -0.197

Computed properties:
Net charge: 0
Structure (SMILES): CC(=O)Nc1nc(C)c(C(C)C)s1
E_HOMO: -8.23 eV

---

# C45H92BF4N5O4

A cluster of 6 separate species, C45H92BF4N5O4 in total in a non-equilibrium geometry (ωB97M-V/def2-TZVPD, the OMol25 dataset).

Last column: Mulliken charge in e.
Element x y z (Å)
C1 -15.60367 19.55892 -5.13917  -0.85
C2 -16.99772 19.75840 -5.73845  -0.71
C3 -17.98643 20.37133 -4.70139  -0.33
C4 -19.29792 20.80113 -5.24391  -0.97
N1 -20.19402 21.63719 -4.29391  0.28
C5 -19.41756 22.83966 -3.60654  -0.68
C6 -20.53068 23.80591 -3.13426  -0.64
C7 -21.77591 23.45250 -4.00871  -0.64
C8 -21.28043 22.38644 -5.05047  -0.61
C9 -20.67000 20.67846 -3.13222  -0.93
H1 -14.89430 19.29982 -5.92515  -0.06
H2 -15.59117 18.81071 -4.34663  0.44
H3 -15.17647 20.47508 -4.73145  0.46
H4 -17.37224 18.76121 -5.96960  0.27
H5 -17.10710 20.32231 -6.66482  0.45
H6 -17.40311 21.20535 -4.31124  0.30
H7 -18.17081 19.70355 -3.85987  0.28
H8 -19.81505 19.92380 -5.63248  0.36
H9 -19.14224 21.44914 -6.10643  0.33
H10 -18.76203 22.48216 -2.81245  0.45
H11 -18.80888 23.34401 -4.35704  0.45
H12 -20.82147 23.62428 -2.09958  0.30
H13 -20.19582 24.83400 -3.27209  0.36
H14 -22.51558 22.99720 -3.35014  0.32
H15 -22.03750 24.33135 -4.59803  0.35
H16 -22.00405 21.62575 -5.34344  0.46
H17 -20.90201 22.91386 -5.92609  0.40
H18 -21.29342 19.88570 -3.54573  0.33
H19 -21.28879 21.15832 -2.37398  0.40
H20 -19.74150 20.40528 -2.63088  0.39
C10 -5.96372 19.08730 -10.73265  -1.57
C11 -7.52488 18.98448 -10.34600  1.18
C12 -7.67175 17.81537 -9.32819  -1.72
C13 -8.90342 17.92533 -8.37798  0.42
C14 -9.05161 19.19949 -7.59180  -0.51
C15 -9.04902 20.42825 -8.57019  1.37
N2 -7.98579 20.30964 -9.66512  0.62
O1 -7.22460 21.48089 -10.08238  -0.52
C16 -8.74348 21.67272 -7.60830  -1.75
C17 -10.43351 20.37177 -9.14259  -1.03
C18 -8.34853 18.69038 -11.60894  -1.48
H21 -5.60542 19.57232 -11.64065  0.31
H22 -5.52558 18.09509 -10.84051  0.39
H23 -5.49511 19.41842 -9.80590  0.42
H24 -6.79849 17.95732 -8.69149  0.49
H25 -7.36636 16.86103 -9.75726  0.53
H26 -8.80496 17.10155 -7.67102  0.60
H27 -9.85159 17.62153 -8.82158  -0.55
H28 -8.16388 19.30846 -6.96878  0.76
H29 -9.89299 19.20131 -6.89884  -0.74
H30 -9.60884 21.97629 -7.01916  0.29
H31 -8.62567 22.55250 -8.24091  0.47
H32 -7.88972 21.48686 -6.95664  0.44
H33 -10.66118 19.41823 -9.61907  -0.44
H34 -10.55960 21.11501 -9.92988  0.64
H35 -11.20955 20.56368 -8.40164  0.25
H36 -8.22463 19.42045 -12.40877  0.42
H37 -9.42477 18.63839 -11.44431  0.14
H38 -8.10929 17.70865 -12.01768  0.42
C19 -12.48867 19.82887 -12.35343  -1.07
C20 -13.51610 18.73412 -11.85193  1.59
C21 -14.31362 19.31719 -10.74690  -1.03
C22 -15.58641 18.50344 -10.27119  -0.01
C23 -16.47165 18.41558 -11.47449  -1.40
C24 -15.79651 17.71315 -12.77858  1.14
N3 -14.44888 18.37649 -13.00539  0.83
O2 -14.01914 18.53636 -14.29045  -0.28
C25 -16.74701 18.00655 -14.00154  -1.72
C26 -15.57989 16.20099 -12.70363  -1.43
C27 -12.73687 17.45609 -11.40578  -0.67
H39 -11.95266 19.41374 -13.20693  0.40
H40 -11.75554 19.90112 -11.55007  0.04
H41 -12.85384 20.84285 -12.51654  0.47
H42 -14.63996 20.32805 -10.99138  0.77
H43 -13.69523 19.38562 -9.85192  -0.34
H44 -16.09528 18.94630 -9.41502  0.35
H45 -15.30729 17.49493 -9.96605  -0.09
H46 -16.67771 19.46935 -11.66209  0.40
H47 -17.41300 17.93230 -11.21298  0.57
H48 -16.86615 19.06582 -14.22927  0.43
H49 -17.77630 17.69055 -13.83179  0.41
H50 -16.38511 17.55597 -14.92571  0.43
H51 -16.54902 15.82409 -12.37678  0.43
H52 -14.89431 15.79470 -11.95998  0.19
H53 -15.41923 15.77288 -13.69308  0.44
H54 -11.91353 17.70581 -10.73657  -0.44
H55 -12.32932 16.81059 -12.18381  0.52
H56 -13.37483 16.88674 -10.72981  -0.02
C28 -9.37054 17.29937 -0.94598  -1.55
C29 -9.24894 17.73831 -2.47681  1.04
C30 -10.51784 17.29493 -3.21409  -0.48
C31 -11.59809 18.33725 -3.15096  -0.70
C32 -11.18174 19.71025 -3.74136  -0.04
C33 -9.98179 20.29907 -2.87033  1.43
N4 -8.93818 19.24578 -2.61436  0.94
O3 -7.67109 19.80408 -2.39062  -0.26
C34 -10.52475 20.84131 -1.53680  -1.65
C35 -9.36132 21.45185 -3.71240  -1.89
C36 -8.01097 17.00060 -3.09526  -1.63
H57 -8.48796 17.69914 -0.44662  0.46
H58 -9.45674 16.23519 -0.72646  0.41
H59 -10.12213 17.80919 -0.34324  0.33
H60 -10.83293 16.30083 -2.89692  0.73
H61 -10.23048 17.12776 -4.25216  -0.23
H62 -12.17897 18.44116 -2.23450  0.59
H63 -12.28217 17.92548 -3.89295  -0.09
H64 -12.01957 20.38552 -3.91501  0.83
H65 -10.66938 19.37859 -4.64446  -0.77
H66 -10.81172 19.95996 -0.96323  0.38
H67 -11.47167 21.36397 -1.67188  0.36
H68 -9.87161 21.45815 -0.91953  0.38
H69 -8.91335 21.01145 -4.60317  0.35
H70 -8.50711 21.98326 -3.29285  0.52
H71 -9.98910 22.31204 -3.94489  0.44
H72 -7.08568 17.32437 -2.61872  0.47
H73 -7.86261 17.04321 -4.17428  0.28
H74 -8.21425 15.97139 -2.79944  0.43
C37 -11.29539 11.23176 -4.71418  -1.73
C38 -12.42966 11.70886 -5.63985  1.29
C39 -13.07417 12.89657 -4.94456  -1.00
C40 -13.89767 13.73726 -5.87969  -1.57
C41 -13.04364 14.33161 -6.99069  0.25
C42 -12.43449 13.29464 -7.90524  1.45
N5 -11.79951 12.15188 -7.03710  0.77
O4 -10.56603 11.62020 -7.31450  -0.27
C43 -11.34999 14.20001 -8.63485  -1.47
C44 -13.48758 12.72802 -8.91577  -1.45
C45 -13.51431 10.61352 -5.89001  -1.37
H75 -11.67011 10.85994 -3.76053  0.42
H76 -10.61759 12.02414 -4.39665  0.44
H77 -10.63622 10.41253 -5.00130  0.42
H78 -12.38071 13.61652 -4.50995  0.24
H79 -13.57408 12.48648 -4.06705  0.62
H80 -14.34663 14.57111 -5.34004  0.49
H81 -14.75105 13.21074 -6.30703  0.41
H82 -12.24405 14.94525 -6.57572  -0.26
H83 -13.76001 14.93427 -7.54899  0.09
H84 -10.77283 13.54559 -9.28811  0.60
H85 -10.59595 14.61361 -7.96520  0.46
H86 -11.79307 15.03428 -9.17871  -0.02
H87 -14.28560 12.12646 -8.48058  0.35
H88 -13.00989 12.16055 -9.71445  0.44
H89 -14.04506 13.60295 -9.25016  0.29
H90 -14.20768 10.66924 -5.05083  0.37
H91 -13.11213 9.60092 -5.85846  0.42
H92 -14.17699 10.90454 -6.70503  0.26
B1 -12.65638 17.83071 -6.86509  -0.01
F1 -11.47793 17.29381 -6.27783  -0.46
F2 -13.65073 17.23733 -6.11344  -0.40
F3 -12.62397 19.19204 -6.76017  -0.20
F4 -12.77171 17.46047 -8.20452  0.27

Atoms 1-6, force components in eV/Å:
0.265 0.776 -0.746
-1.321 -0.850 0.974
1.434 0.096 0.702
-0.529 1.064 -0.736
1.314 -0.009 0.998
-0.791 -0.295 -0.176

Computed properties:
Net charge: +3
E_HOMO (spin up / spin down): -12.83 / -13.79 eV
2S+1: 2

---

# C5H9NO

A structure of composition C5H9NO in a non-equilibrium geometry (ωB97M-V/def2-TZVPD, the OMol25 dataset).

Last column: Mulliken charge in e.
Element x y z (Å)
N1 -0.39827 -0.97351 -1.76497  -0.43
C1 -0.84166 -0.91750 -0.45389  0.52
O1 -1.73618 -1.56947 0.02354  -0.54
H1 0.42412 -0.43686 -1.99937  0.22
H2 -0.38211 -1.91928 -2.12400  0.26
H3 0.51753 -1.21274 0.48668  0.21
C2 0.92373 -0.15616 0.84386  -0.24
C3 -0.64489 0.73633 0.05601  -0.20
C4 2.11090 0.26120 0.31330  -0.72
C5 -1.63189 1.19596 0.84367  -0.76
H4 0.73761 -0.04412 1.90613  0.34
H5 -0.21885 1.38698 -0.69777  0.33
H6 2.34635 0.14280 -0.73444  0.20
H7 -2.15751 0.52550 1.51072  0.25
H8 2.86651 0.74255 0.91547  0.27
H9 -1.91537 2.23835 0.87506  0.28

Atoms 1-6, force components in eV/Å:
0.488 -1.021 0.690
-2.991 5.147 -1.192
1.325 -0.641 0.266
-0.052 0.001 0.112
-0.004 0.016 -0.218
1.492 2.114 1.157

Computed properties:
Net charge: 0
E_HOMO (spin up / spin down): -7.81 / -7.81 eV

---

# CH2OS

An isolated molecule of CH2OS in a non-equilibrium geometry (ωB97M-V/def2-TZVPD, the OMol25 dataset).

Last column: Mulliken charge in e.
Element x y z (Å)
O1 0.27493 0.53557 0.80388  -0.38
C1 0.08200 -0.09688 -0.30459  0.13
S1 1.25232 -0.78864 -1.02064  -0.33
H1 -0.64052 0.81563 1.16413  0.37
H2 -0.96873 -0.46568 -0.64278  0.21

Force components x, y, z for each atom (eV/Å):
-3.011 2.365 2.672
-3.600 -2.005 -0.598
3.262 -1.509 -2.457
2.139 -0.422 -0.545
1.209 1.570 0.927

Computed properties:
Net charge: 0
Structure (SMILES): OC=S
E_HOMO: -8.86 eV

---

# C3H17NO4

A cluster of 5 separate species, C3H17NO4 in total in a non-equilibrium geometry (ωB97M-V/def2-TZVPD, the OMol25 dataset).

Last column: Mulliken charge in e.
Element x y z (Å)
C1 -0.34760 -0.76611 -1.49242  -1.49
C2 -0.32306 -1.81680 -0.32949  0.75
C3 0.81495 -2.74977 -0.72240  -1.15
N1 0.07419 -0.95335 0.84953  -0.52
H1 -1.27445 -0.76593 -1.92030  0.50
H2 -0.04679 0.23332 -1.23905  0.19
H3 0.33071 -0.93039 -2.40917  0.36
H4 -1.29564 -2.29776 -0.32921  0.28
H5 0.40756 -3.79196 -1.09133  0.26
H6 1.51554 -2.04559 -1.36114  0.28
H7 1.30969 -3.21810 0.16254  0.32
H8 -0.26520 0.04684 0.69994  0.03
H9 0.37695 -1.24063 1.74364  0.12
O1 1.85724 1.52201 1.85456  -0.59
H10 1.94649 2.48808 1.82920  0.31
H11 2.04105 1.28099 1.02280  0.27
O2 -0.04780 2.26530 -3.13273  -0.63
H12 -0.34661 2.02858 -2.28737  0.36
H13 0.52278 1.48425 -3.36309  0.34
O3 -2.38402 0.56832 1.19124  -0.70
H14 -2.14329 1.20268 1.89337  0.34
H15 -1.73807 -0.15408 1.10671  0.41
O4 -0.67563 2.42638 2.49059  -0.58
H16 0.07836 2.29677 3.03872  0.28
H17 -0.38735 2.88696 1.79487  0.27

Atoms 1-6, force components in eV/Å:
1.939 -0.718 -1.102
2.242 2.362 -0.384
0.505 -1.777 0.355
-1.530 1.591 -2.836
-2.715 0.501 -1.062
-0.196 0.443 0.769

Computed properties:
Net charge: 0
Structure (SMILES): CC(C)N.O.O.O.O
E_HOMO: -9.26 eV

---

Sequential energy above the lowest of the compared OMol25 structures with the same formula, charge and spin output: 0.586 0.429 0.000 5.364 0.793 2.635 eV